A | An isolated molecule of C6H10N2. Source: OMol25; level of theory: ωB97M-V/def2-TZVPD.

ORCA input file:
```
! wB97M-V def2-TZVPD RIJCOSX def2/J DEFGRID3
* xyz 0 1
C -0.485 -1.049 -1.182
C 0.604 -0.496 -0.729
C 2.036 -1.059 -0.474
C 0.181 1.160 -0.029
C -0.573 1.771 -1.125
N -1.312 2.303 -1.837
N -0.568 1.094 1.137
C -1.384 -0.038 1.510
H -1.383 -0.416 -1.326
H -0.496 -2.042 -1.452
H 2.142 -0.987 0.564
H 2.109 -2.104 -0.934
H 2.777 -0.566 -0.947
H 1.247 1.602 0.090
H -0.204 1.756 1.818
H -1.896 -0.317 0.627
H -0.692 -0.808 1.966
H -2.102 0.196 2.324
*
```

Calculated values
E_HOMO, eV: -8.867
Gap between HOMO and LUMO, eV: 9.609
SMILES: C=C(C)[C@@H](C#N)NC

B | An isolated molecule of C6H10N2. Source: OMol25; level of theory: ωB97M-V/def2-TZVPD.

ORCA input file:
```
! wB97M-V def2-TZVPD RIJCOSX def2/J DEFGRID3
* xyz 0 1
C -1.242 -1.232 0.753
C -0.285 -0.430 -0.098
C 0.850 0.163 0.566
N 0.784 -0.272 -2.259
C -0.270 -0.647 -1.469
C -0.321 1.429 0.133
C 1.823 0.502 1.368
N -1.231 1.974 0.828
H 1.664 -0.085 -1.789
H 0.847 -0.645 -3.189
H -1.768 1.341 1.413
H -1.113 -1.118 -1.953
H 0.218 2.027 -0.588
H -2.266 -0.870 0.616
H -1.042 -1.149 1.821
H -1.212 -2.300 0.516
H 2.564 -0.229 1.681
H 2.000 1.540 1.652
*
```

Calculated values
E_HOMO, eV: -6.371
Gap between HOMO and LUMO, eV: 7.277

C | An isolated molecule of C6H10N2. Source: OMol25; level of theory: ωB97M-V/def2-TZVPD.

ORCA input file:
```
! wB97M-V def2-TZVPD RIJCOSX def2/J DEFGRID3
* xyz 0 1
C 1.956 0.094 -1.820
C 1.358 -0.985 -2.688
C 1.185 -0.963 -1.092
N -0.078 -0.582 -0.411
N 0.011 0.312 0.540
C -1.246 0.990 1.136
C -2.338 0.114 1.847
C -1.109 0.632 2.643
H 3.036 0.341 -1.917
H 1.333 0.940 -2.038
H 2.096 -1.657 -3.169
H 0.437 -0.635 -3.133
H 1.885 -1.580 -0.419
H -1.414 1.965 0.808
H -2.223 -0.851 1.477
H -3.321 0.582 1.886
H -0.331 -0.075 2.919
H -1.237 1.360 3.431
*
```

Calculated values
E_HOMO, eV: -8.652
Gap between HOMO and LUMO, eV: 9.148
SMILES: C1CC1/N=N/C1CC1

D | An isolated molecule of C6H10N2. Source: OMol25; level of theory: ωB97M-V/def2-TZVPD.

ORCA input file:
```
! wB97M-V def2-TZVPD RIJCOSX def2/J DEFGRID3
* xyz 0 1
C 1.465 -0.184 -1.694
C -1.857 -1.001 -0.041
C 1.119 0.078 0.752
C 0.617 -0.371 -0.475
C -0.388 1.054 0.743
C -0.807 -0.015 -0.509
N 2.040 -0.119 1.570
N -1.132 0.994 1.823
H 2.187 0.647 2.226
H -0.662 0.561 2.617
H -0.171 2.003 0.243
H -1.081 0.461 -1.455
H 1.477 0.872 -2.001
H 2.493 -0.484 -1.495
H 1.059 -0.756 -2.530
H -1.549 -1.494 0.879
H -2.013 -1.761 -0.810
H -2.797 -0.486 0.156
*
```

Calculated values
E_HOMO (alpha / beta), eV: -7.525 / -8.608
Gap between HOMO and LUMO (alpha / beta), eV: 6.679 / 8.063

So which one wins? Going from most stable to least: A, B, D, C.

A | A cluster of 2 separate species, C6H10N2 in total. Source: OMol25; level of theory: ωB97M-V/def2-TZVPD.

ORCA input file:
```
! wB97M-V def2-TZVPD RIJCOSX def2/J DEFGRID3
* xyz 0 1
C -0.794 0.078 1.331
C -0.187 -0.354 0.056
C -1.543 -0.275 -0.851
C 0.870 -1.512 -0.111
C 2.032 -0.849 -0.105
C 0.696 1.007 -0.177
H -1.703 -0.532 1.574
H -1.210 1.138 1.340
H -0.026 -0.260 2.101
H -2.689 -0.694 -0.436
H -1.440 -1.253 -2.038
H -1.616 0.963 -1.210
H 0.386 -2.545 -0.216
H 2.775 -1.410 -0.330
H 2.625 1.213 -0.427
H -0.643 2.383 -0.383
N 2.003 0.582 0.156
N 0.465 2.322 -0.272
*
```

Calculated values
E_HOMO, eV: -8.935
Gap between HOMO and LUMO, eV: 9.700

B | A structure of composition C6H10N2. Source: OMol25; level of theory: ωB97M-V/def2-TZVPD.

ORCA input file:
```
! wB97M-V def2-TZVPD RIJCOSX def2/J DEFGRID3
* xyz 0 1
C 1.049 -1.438 -0.474
C -2.532 -0.493 -0.023
C -0.445 -0.826 0.632
C 0.706 -0.021 -0.046
C 1.734 0.565 0.953
C 0.570 0.941 -1.180
N 0.078 -2.069 0.092
N -2.851 0.689 0.100
H 1.755 -1.784 -1.116
H -3.100 -1.409 -0.110
H -0.773 -0.696 1.603
H 1.907 1.600 0.574
H 2.593 -0.024 1.008
H 1.283 0.619 1.965
H 0.022 1.765 -0.855
H 0.128 0.415 -2.032
H 1.610 1.179 -1.465
H -3.737 0.985 0.373
*
```

Calculated values
E_HOMO, eV: -7.889
Gap between HOMO and LUMO, eV: 8.717

C | A cluster of 3 separate species, C6H10N2 in total. Source: OMol25; level of theory: ωB97M-V/def2-TZVPD.

ORCA input file:
```
! wB97M-V def2-TZVPD RIJCOSX def2/J DEFGRID3
* xyz 0 1
C -0.685 0.500 -0.042
C 1.296 -1.765 -1.107
C 0.124 0.371 1.016
C 1.120 -0.292 -1.096
C -2.301 1.178 1.519
C 1.735 0.622 -1.820
N 0.859 0.225 1.946
N -3.235 0.405 1.855
H 0.566 0.429 2.897
H -3.077 -0.571 1.571
H -1.320 -0.324 -0.329
H -0.704 1.426 -0.594
H -2.415 2.244 1.787
H 1.661 -2.124 -0.140
H 0.348 -2.279 -1.299
H 2.011 -2.091 -1.876
H 2.493 0.363 -2.565
H 1.528 1.685 -1.721
*
```

Calculated values
E_HOMO (alpha / beta), eV: -6.729 / -6.299
Gap between HOMO and LUMO (alpha / beta), eV: 7.459 / 6.778

So which one wins? Going from most stable to least: B, A, C.

A | An isolated molecule of C6H10N2. Source: OMol25; level of theory: ωB97M-V/def2-TZVPD.

ORCA input file:
```
! wB97M-V def2-TZVPD RIJCOSX def2/J DEFGRID3
* xyz 0 1
N -1.627 2.151 0.189
C -0.120 2.062 0.573
C 0.051 0.616 1.089
C 0.400 -0.414 0.012
C -0.201 -0.665 -1.254
C 0.363 -2.048 -1.590
N 1.157 -2.411 -0.634
C 1.233 -1.453 0.334
H -2.335 2.415 0.854
H -1.835 1.216 -0.241
H 0.106 2.769 1.392
H 0.491 2.460 -0.318
H -1.002 0.119 1.324
H 0.577 0.464 1.934
H -1.062 0.014 -1.668
H 0.010 -2.648 -2.415
H 1.852 -3.087 -0.709
H 1.941 -1.559 1.130
*
```

Calculated values
E_HOMO, eV: -7.927
Gap between HOMO and LUMO, eV: 8.867
SMILES: NCCc1cc[nH]c1

B | An isolated molecule of C6H10N2. Source: OMol25; level of theory: ωB97M-V/def2-TZVPD.

ORCA input file:
```
! wB97M-V def2-TZVPD RIJCOSX def2/J DEFGRID3
* xyz 0 1
C -1.116 1.728 0.882
N -0.158 0.891 0.204
C -0.390 -0.340 -0.079
C -1.586 -1.115 0.391
C 0.697 -1.115 -0.771
C 1.781 -0.136 -1.206
C 2.184 0.669 0.098
N 2.912 1.012 0.921
H -0.779 2.760 0.792
H -2.113 1.652 0.439
H -1.201 1.445 1.935
H -1.607 -2.108 -0.055
H -1.552 -1.241 1.475
H -2.510 -0.597 0.135
H 1.109 -1.841 -0.061
H 0.279 -1.653 -1.628
H 2.687 -0.615 -1.580
H 1.365 0.602 -1.894
*
```

Calculated values
E_HOMO, eV: -9.223
Gap between HOMO and LUMO, eV: 10.004
SMILES: C/N=C(\C)CCC#N

So which one wins? Going from most stable to least: B, A.

A | An isolated molecule of C6H10N2. Source: OMol25; level of theory: ωB97M-V/def2-TZVPD.

ORCA input file:
```
! wB97M-V def2-TZVPD RIJCOSX def2/J DEFGRID3
* xyz 0 1
C 0.729 0.938 -1.959
C 0.508 0.348 -0.788
C 1.334 -0.825 -0.190
N 0.371 -1.600 0.732
C -0.863 -0.983 0.254
C -2.011 -0.028 0.461
C -0.553 0.472 0.243
N -0.031 0.883 1.523
H 1.580 0.548 -2.587
H 0.190 1.827 -2.259
H 2.263 -0.548 0.345
H 1.549 -1.512 -0.965
H 0.580 -1.345 1.675
H -0.961 -1.328 -0.773
H -2.791 -0.026 -0.319
H -2.361 0.249 1.420
H 0.958 1.205 1.346
H -0.491 1.724 1.842
*
```

Calculated values
E_HOMO, eV: -8.058
Gap between HOMO and LUMO, eV: 9.037
SMILES: C=C1CN[C@H]2C[C@]12N

B | A cluster of 2 separate species, C6H10N2 in total. Source: OMol25; level of theory: ωB97M-V/def2-TZVPD.

ORCA input file:
```
! wB97M-V def2-TZVPD RIJCOSX def2/J DEFGRID3
* xyz 0 1
C 2.631 0.967 0.740
C 1.980 1.352 -0.385
C 1.303 0.463 -1.181
N 1.268 -0.886 -0.974
C 1.831 -1.283 0.279
C 2.618 -0.364 1.109
H 3.023 1.723 1.493
H 1.618 2.385 -0.768
H 0.658 0.790 -1.995
H 1.797 -2.344 0.496
H 3.232 -0.626 1.886
C -4.549 0.052 0.838
N -4.551 -0.256 -0.620
H -5.458 0.686 0.821
H -4.493 -0.735 1.708
H -3.722 0.728 0.909
H -3.549 -0.482 -1.050
H -5.008 -1.264 -0.732
*
```

Calculated values
E_HOMO, eV: -9.463
Gap between HOMO and LUMO, eV: 10.184
SMILES: c1ccncc1.CN

So which one wins? Going from most stable to least: B, A.

A | An isolated molecule of C6H10N2. Source: OMol25; level of theory: ωB97M-V/def2-TZVPD.

ORCA input file:
```
! wB97M-V def2-TZVPD RIJCOSX def2/J DEFGRID3
* xyz 0 1
C 1.874 0.197 -1.838
C 1.034 0.099 -0.775
C 1.507 -0.011 0.668
C 0.532 -0.920 1.413
N -0.777 -0.319 1.289
C -1.117 0.184 0.043
C -2.524 0.635 -0.152
N -0.311 0.218 -0.994
H 1.428 0.234 -2.813
H 2.944 0.220 -1.813
H 1.469 1.028 1.095
H 2.548 -0.398 0.671
H 0.672 -1.952 0.947
H 0.816 -1.074 2.451
H -1.541 -0.605 1.923
H -3.119 -0.239 -0.403
H -2.581 1.331 -1.012
H -2.864 1.066 0.738
*
```

Calculated values
E_HOMO, eV: -7.633
Gap between HOMO and LUMO, eV: 8.493
SMILES: C=C1CCNC(C)=N1

B | An isolated molecule of C6H10N2. Source: OMol25; level of theory: ωB97M-V/def2-TZVPD.

ORCA input file:
```
! wB97M-V def2-TZVPD RIJCOSX def2/J DEFGRID3
* xyz 0 1
C 0.165 -0.071 -1.284
C -1.066 -0.874 0.664
C -0.402 -1.266 -0.602
C 0.692 1.154 -0.775
N -1.138 -1.801 1.654
C 1.225 0.754 0.540
C 0.840 2.342 -1.394
N 0.446 0.638 1.579
H 0.311 -0.244 -2.347
H -1.913 -0.208 0.640
H -0.318 -2.372 1.798
H -1.598 -1.528 2.509
H -0.325 1.301 1.480
H 0.243 -2.147 -0.489
H -1.265 -1.604 -1.203
H 2.211 0.296 0.571
H 1.398 3.146 -0.931
H 0.493 2.485 -2.410
*
```

Calculated values
E_HOMO (alpha / beta), eV: -5.857 / -6.841
Gap between HOMO and LUMO (alpha / beta), eV: 5.767 / 7.637

C | A structure of composition C6H10N2. Source: OMol25; level of theory: ωB97M-V/def2-TZVPD.

ORCA input file:
```
! wB97M-V def2-TZVPD RIJCOSX def2/J DEFGRID3
* xyz 0 1
C -0.287 0.495 0.982
C -0.076 0.241 -0.692
C 0.784 -0.914 -0.900
N 0.876 0.677 1.621
H 0.852 1.516 2.198
H -1.071 1.260 1.083
H -1.073 0.078 -1.110
H 0.580 -1.547 -1.757
H 1.833 -0.783 -0.648
C 0.501 1.537 -1.217
C -0.966 -0.922 1.452
C -0.478 -2.038 1.048
N 0.029 2.265 -2.134
H -0.822 1.871 -2.542
H 1.401 1.865 -0.695
H -1.778 -0.743 2.139
H -0.691 -3.091 1.073
H 0.387 -1.766 0.096
*
```

Calculated values
E_HOMO (alpha / beta), eV: -7.637 / -8.923
Gap between HOMO and LUMO (alpha / beta), eV: 6.956 / 8.595

So which one wins? Going from most stable to least: A, B, C.

A | A cluster of 2 separate species, C4H9N in total. Source: OMol25; level of theory: ωB97M-V/def2-TZVPD.

ORCA input file:
```
! wB97M-V def2-TZVPD RIJCOSX def2/J DEFGRID3
* xyz 0 1
C 2.123 0.029 -0.450
N 0.767 -0.360 -0.049
C 0.204 0.486 1.042
C 0.620 -0.667 1.397
H 2.689 0.516 0.359
H 2.667 -0.862 -0.782
H 2.050 0.719 -1.298
H -0.313 1.426 1.133
H 0.737 -1.514 2.052
C -2.328 0.039 -0.684
H -3.164 0.124 0.014
H -1.863 1.019 -0.824
H -2.684 -0.326 -1.649
H -1.575 -0.650 -0.303
*
```

Calculated values
E_HOMO, eV: -8.348
Gap between HOMO and LUMO, eV: 9.511
SMILES: CN1C=C1.C

B | An isolated molecule of C4H9N. Source: OMol25; level of theory: ωB97M-V/def2-TZVPD.

ORCA input file:
```
! wB97M-V def2-TZVPD RIJCOSX def2/J DEFGRID3
* xyz 0 1
C 0.714 1.432 0.055
C 0.280 -0.052 -0.039
N 1.300 -1.021 -0.009
C -1.311 -0.103 -0.710
C -1.033 -0.294 0.744
H 1.056 1.829 1.051
H 1.357 1.534 -0.879
H -0.212 1.904 -0.128
H 1.760 -1.106 -0.890
H 1.023 -1.883 0.436
H -1.819 0.631 -1.139
H -1.329 -1.073 -1.231
H -1.280 -1.126 1.293
H -1.557 0.545 1.244
*
```

Calculated values
E_HOMO, eV: -8.322
Gap between HOMO and LUMO, eV: 9.468
SMILES: CC1(N)CC1

So which one wins? Going from most stable to least: B, A.